1.
Molecular formula: C39H42CoN12OS3
Method: DFT, wB97M-V/def2-TZVPD

The geometry in ORCA input format:
```
! RIJCOSX wB97M-V def2-TZVPD def2/J DEFGRID3
* xyz 0 4
Co -0.619 -1.442 0.304
N -4.624 -1.571 1.692
C -3.447 -1.638 1.041
S -2.220 -2.773 1.412
N -3.292 -0.737 0.072
N -2.129 -0.718 -0.532
C -2.041 -0.028 -1.648
C -0.719 0.179 -2.159
C -0.428 0.666 -3.467
C 0.907 0.741 -3.877
C 1.911 0.442 -2.958
C 1.554 0.001 -1.678
N 0.279 -0.132 -1.289
H -4.894 -2.331 2.325
H -5.323 -0.955 1.288
H -2.969 0.415 -2.015
H -1.259 0.946 -4.136
H 1.175 1.044 -4.883
H 2.965 0.571 -3.213
H 2.318 -0.290 -0.972
S 1.355 -2.164 1.040
C 1.212 -1.652 2.689
N 2.100 -2.111 3.505
N 1.721 -1.984 4.802
C 0.751 -2.755 5.452
C 0.945 -2.890 6.832
C -0.004 -3.464 7.638
C -1.207 -3.875 7.079
C -1.414 -3.765 5.704
C -0.409 -3.283 4.867
N 0.169 -0.864 3.013
N -0.378 -0.258 1.953
C -1.436 0.612 2.323
C -2.175 0.393 3.500
C -3.109 1.304 3.977
C -3.404 2.430 3.219
C -2.808 2.588 1.965
C -1.772 1.767 1.547
H 2.447 -1.618 5.403
H 1.895 -2.491 7.241
H 0.201 -3.598 8.697
H -1.996 -4.252 7.727
H -2.393 -4.067 5.286
H -0.602 -3.290 3.795
H -1.984 -0.523 4.047
H -3.622 1.166 4.942
H -4.115 3.170 3.604
H -3.128 3.433 1.340
H -0.916 3.046 0.323
C -2.897 -4.131 -4.741
C -1.550 -4.910 -4.835
C -0.446 -4.184 -5.641
C -1.106 -5.413 -3.450
N -0.620 -4.385 -2.531
C -1.159 -3.666 -1.526
N -0.308 -2.758 -1.122
N 0.871 -2.926 -1.894
N 0.645 -3.895 -2.732
H -3.220 -3.892 -5.761
H -2.815 -3.199 -4.151
H -3.712 -4.745 -4.282
H -1.766 -5.835 -5.397
H -0.266 -3.155 -5.264
H -0.751 -4.064 -6.700
H 0.521 -4.735 -5.644
H -0.237 -6.110 -3.576
H -1.919 -5.911 -2.896
H -2.115 -3.826 -1.035
O -1.033 2.057 0.451
S 0.329 4.560 0.053
C 1.026 3.725 -1.434
C 1.524 4.717 -2.447
C 2.892 4.848 -2.733
C 3.311 5.830 -3.638
C 2.379 6.625 -4.299
C 1.016 6.487 -4.022
C 0.596 5.547 -3.084
C 1.479 4.321 1.507
C 2.574 3.302 1.299
C 2.373 1.941 1.664
C 3.348 0.991 1.383
C 4.542 1.372 0.753
C 4.778 2.711 0.482
C 3.828 3.693 0.777
H 0.169 3.141 -1.843
H 1.752 2.984 -1.119
H 3.586 4.163 -2.222
H 4.375 5.955 -3.826
H 2.722 7.409 -4.992
H 0.269 7.130 -4.511
H -0.474 5.481 -2.839
H 0.811 4.067 2.364
H 1.917 5.311 1.738
H 1.446 1.623 2.167
H 3.187 -0.054 1.650
H 5.292 0.640 0.485
H 5.723 3.007 0.023
H 4.041 4.764 0.571
*
```

The value obtained for the total energy is -131182.4743 eV. The largest force on an atom comes out at 0.09009 hartree/bohr. The lowest unoccupied orbital energy (spin up / spin down) comes out at 0.0003 / -0.0626 Eh. As for the HOMO-LUMO gap (spin up / spin down): 6.1 / 5.3 eV. The highest occupied orbital energy (spin up / spin down) comes out at -0.225 / -0.257 hartree.

=====

2.
Molecular formula: C39H42N3
Method: DFT, wB97M-V/def2-TZVPD

The geometry in ORCA input format:
```
! RIJCOSX wB97M-V def2-TZVPD def2/J DEFGRID3
* xyz 1 1
C 5.678 -0.213 1.803
C 4.404 0.532 2.076
C 4.406 1.925 2.196
C 3.231 2.648 2.432
C 3.303 4.134 2.562
C 2.012 1.956 2.515
N 0.791 2.675 2.749
C -0.353 2.508 1.989
C -0.376 1.985 0.733
N -1.437 2.882 2.764
C -2.745 2.312 2.592
C -3.179 1.324 3.493
C -2.408 0.981 4.724
C -4.375 0.645 3.226
C -5.163 0.953 2.118
C -6.423 0.179 1.860
C -4.756 2.001 1.288
C -3.565 2.702 1.526
C -3.215 3.893 0.694
C -0.936 3.368 3.961
C 0.410 3.241 3.955
C 2.000 0.555 2.483
C 0.741 -0.209 2.734
C 3.192 -0.140 2.232
H 5.481 -1.283 1.702
H 6.163 0.129 0.881
H 6.411 -0.084 2.609
H 5.348 2.469 2.095
H 2.319 4.588 2.684
H 3.926 4.426 3.418
H 3.777 4.568 1.671
H -1.338 1.915 0.254
H 0.591 1.827 0.273
H -2.781 0.028 5.117
H -1.336 0.844 4.544
H -2.535 1.733 5.519
H -4.690 -0.147 3.909
H -6.892 0.495 0.925
H -6.229 -0.898 1.797
H -7.158 0.312 2.665
H -5.381 2.290 0.439
H -4.058 4.102 0.026
H -3.051 4.796 1.299
H -2.326 3.736 0.074
H -1.599 3.737 4.724
H 1.130 3.453 4.729
H 0.970 -1.280 2.720
H 0.284 0.009 3.711
H -0.005 -0.024 1.951
H 3.166 -1.230 2.167
C 1.701 -5.609 -0.970
C 1.461 -5.127 -2.339
N 1.578 -5.932 -3.419
C 1.277 -5.238 -4.598
C 0.929 -3.921 -4.225
C 0.435 -3.062 -5.193
C 0.366 -3.493 -6.526
C 0.755 -4.793 -6.886
C 1.202 -5.696 -5.905
C 1.053 -3.827 -2.764
C 0.728 -2.760 -1.937
C 0.424 -1.427 -2.373
C 1.225 -0.696 -3.290
C 0.850 0.577 -3.705
C -0.346 1.153 -3.265
C -0.780 2.488 -3.783
C -1.132 0.452 -2.339
C -0.739 -0.792 -1.871
H 1.518 -4.775 -0.289
H 1.028 -6.435 -0.688
H 2.736 -5.954 -0.814
H 1.848 -6.909 -3.357
H 0.104 -2.075 -4.888
H 0.004 -2.801 -7.286
H 0.702 -5.094 -7.932
H 1.494 -6.721 -6.127
H 0.631 -2.976 -0.873
H 2.141 -1.151 -3.675
H 1.472 1.138 -4.407
H -1.644 2.863 -3.229
H 0.021 3.231 -3.711
H -1.067 2.436 -4.841
H -2.055 0.906 -1.969
H -1.342 -1.328 -1.134
*
```

The value obtained for the total energy is -45588.9572 eV. The largest force on an atom comes out at 0.03448 hartree/bohr. The lowest unoccupied orbital energy comes out at -0.1740 Eh. As for the HOMO-LUMO gap: 3.5 eV. The highest occupied orbital energy comes out at -0.303 hartree.

=====

3.
Molecular formula: C39H42N3O
Method: DFT, wB97M-V/def2-TZVPD

The geometry in ORCA input format:
```
! RIJCOSX wB97M-V def2-TZVPD def2/J DEFGRID3
* xyz 1 1
C 5.812 3.259 -0.773
N 4.419 2.965 -0.488
C 3.388 3.643 -1.040
C 2.166 3.195 -0.470
C 0.967 3.816 -0.763
C -0.400 3.468 -0.530
C -0.969 2.225 -0.912
C -2.337 1.999 -0.859
C -3.202 3.026 -0.364
N -4.553 2.832 -0.314
C -5.156 1.737 -1.030
C -4.328 0.483 -0.871
C -2.923 0.729 -1.399
C -5.475 3.890 0.035
C -4.883 4.841 1.052
C -3.554 5.371 0.542
C -2.650 4.275 0.050
C -1.286 4.472 -0.040
C 2.520 2.146 0.492
C 1.797 1.360 1.380
C 2.499 0.400 2.124
C 3.894 0.245 2.003
C 4.648 1.105 1.188
C 3.932 2.023 0.433
H 6.433 2.384 -0.576
H 5.897 3.549 -1.826
H 6.185 4.099 -0.168
H 3.538 4.415 -1.793
H 1.095 4.827 -1.183
H -0.306 1.465 -1.334
H -6.164 1.583 -0.635
H -5.254 1.996 -2.097
H -4.265 0.229 0.191
H -4.812 -0.355 -1.381
H -2.957 0.780 -2.499
H -2.285 -0.131 -1.165
H -5.754 4.453 -0.873
H -6.387 3.428 0.435
H -5.586 5.655 1.240
H -4.720 4.318 1.999
H -3.743 6.085 -0.273
H -3.060 5.934 1.337
H -0.856 5.424 0.288
H 0.722 1.512 1.497
H 1.955 -0.212 2.849
H 4.387 -0.548 2.566
H 5.737 1.095 1.124
O 1.558 -2.653 1.512
C 0.850 -3.149 0.387
C 1.051 -4.675 0.548
C 1.084 -5.174 1.854
C 1.192 -6.553 2.085
C 1.239 -7.443 1.001
C 1.263 -6.942 -0.307
C 1.200 -5.556 -0.532
C -0.640 -2.758 0.503
C -0.967 -1.601 1.205
C -2.284 -1.374 1.616
C -3.303 -2.233 1.189
C -2.994 -3.335 0.383
C -1.661 -3.603 0.037
C 1.460 -2.534 -0.883
C 2.979 -2.807 -1.044
C 3.555 -1.531 -1.673
C 2.365 -0.578 -1.835
N 1.350 -1.086 -0.921
H 1.824 -1.726 1.355
H 1.042 -4.494 2.709
H 1.213 -6.923 3.116
H 1.262 -8.524 1.175
H 1.319 -7.619 -1.167
H 1.252 -5.154 -1.548
H -0.178 -0.915 1.519
H -2.491 -0.549 2.300
H -4.339 -2.044 1.487
H -3.790 -4.013 0.060
H -1.410 -4.479 -0.573
H 0.921 -2.991 -1.741
H 3.455 -3.028 -0.078
H 3.121 -3.699 -1.663
H 4.339 -1.096 -1.043
H 3.999 -1.754 -2.646
H 2.608 0.463 -1.596
H 2.021 -0.624 -2.887
H 0.408 -0.738 -1.077
*
```

The value obtained for the total energy is -47637.2578 eV. The largest force on an atom comes out at 0.03029 hartree/bohr. The lowest unoccupied orbital energy comes out at -0.1606 Eh. As for the HOMO-LUMO gap: 5.8 eV. The highest occupied orbital energy comes out at -0.374 hartree.